Version w
Density functional theory data (wB97M-V/def2-TZVPD) for a 2-piece molecular cluster, C3H7NOS2 overall.

- Total charge: 0
- Molecular weight: 137.23 g/mol
- Highest occupied orbital energy: -7.57 eV
- SMILES: O/C=C/NS.C=S

```
14
Properties=species:S:1:pos:R:3:lowdin_charge:R:1
C 0.9025 0.9850 0.8054 -0.2615
C -2.0683 -0.1017 -2.7574 -0.4619
C 0.7135 -0.3594 0.6109 -0.2126
N 0.4601 -1.2837 1.6689 -0.4674
O 0.9008 1.9601 -0.0972 -0.0412
S -0.5117 -0.6551 -2.9173 0.6107
S 1.2672 -1.0531 3.1601 0.7131
H 0.9688 1.5565 1.7363 0.1030
H -2.2810 0.7955 -2.2942 -0.0264
H -2.8624 -0.6520 -3.1516 -0.0235
H 0.6433 -0.6361 -0.3709 0.0125
H 0.6164 -2.2229 1.3747 0.0429
H 0.7653 1.6182 -1.0739 0.1394
H 0.4855 0.0486 3.3063 -0.1271
```

***

Version x
Density functional theory data (wB97M-V/def2-TZVPD) for one molecule with the formula C3H7NOS2.

- Total charge: 0
- Molecular weight: 137.23 g/mol
- Highest occupied orbital energy: -9.17 eV

```
14
Properties=species:S:1:pos:R:3:lowdin_charge:R:1
C -0.4103 1.2368 -0.6563 -0.3571
C -0.2143 -0.3226 -0.3629 -0.5273
C 0.2251 -0.3567 1.1824 -0.0821
N -1.3354 -1.0780 -0.4744 -0.2698
O -3.8942 -0.9721 0.1695 -0.5235
S -2.3199 1.5261 -0.2705 0.5680
S -2.5612 -0.4444 0.5178 0.6658
H 0.2498 1.6926 0.1156 0.0691
H -0.2593 1.5940 -1.7051 0.0702
H 0.5238 -0.7232 -0.9497 0.1098
H -0.5198 0.1656 1.6300 -0.0174
H 1.2325 -0.0938 1.4713 0.0773
H 0.0800 -1.3905 1.6388 0.1044
H -1.5209 -1.2801 -1.4369 0.1125
```

***

The computed energies, referenced to the most stable structure and given in kJ/mol, are version w 148.8; version x 0.0.

***

Version w
Density functional theory data (wB97M-V/def2-TZVPD) for a 3-piece molecular cluster, C3H7NOS2 overall.

- Total charge: 0
- Molecular weight: 137.23 g/mol
- Highest occupied orbital energy: -9.13 eV
- SMILES: N=C=O.C=S.CS

```
14
Properties=species:S:1:pos:R:3:lowdin_charge:R:1
C -0.4507 -2.6378 -0.0007 -0.4541
C -3.0092 2.4192 0.1187 -0.5337
C 2.6276 -0.4764 -0.3842 -0.4153
N -1.1164 -1.8368 -0.5948 0.1715
O 0.1231 -3.5163 0.4768 0.1613
S -2.5567 2.1621 1.6815 0.5735
S 1.7867 1.1612 0.0592 0.5946
H 2.0548 1.1058 1.3367 -0.1968
H -2.5654 2.0197 -0.6850 -0.0678
H -4.0492 2.8410 -0.0949 0.0309
H 1.9380 -1.2738 -0.7285 0.0159
H 3.0654 -0.8377 0.4720 -0.0144
H 3.3512 -0.3427 -1.1924 0.0260
H -1.1994 -0.7874 -0.4645 0.1084
```

***

Version x
Density functional theory data (wB97M-V/def2-TZVPD) for a 2-piece molecular cluster, C3H7NOS2 overall.

- Total charge: 0
- Molecular weight: 137.23 g/mol
- Highest occupied orbital energy: -8.06 eV

```
14
Properties=species:S:1:pos:R:3:lowdin_charge:R:1
C 2.2707 -1.1165 -0.4086 -0.3230
C 0.0437 0.3856 -0.1372 -0.6346
C 1.0513 1.3892 -0.3880 -0.3506
H 2.6187 -2.2587 -0.0570 0.0900
H 2.6524 -0.3579 0.2680 0.0147
H 2.4299 -1.2100 -1.4305 0.0058
H 1.8786 1.1790 -0.9787 0.0887
H 0.6379 2.3236 -0.8273 0.1488
H 1.4621 2.2768 1.2319 0.1716
H -2.5581 -1.3254 1.7507 0.0535
N -1.2195 0.5703 -0.4590 -0.5189
O 1.9075 1.5108 0.6769 -0.0968
S 0.4650 -1.3469 0.2183 0.7984
S -2.7175 0.0559 -0.0031 0.5523
```

***

Version y
Density functional theory data (wB97M-V/def2-TZVPD) for a 2-piece molecular cluster, C3H7NOS2 overall.

- Total charge: 0
- Molecular weight: 137.23 g/mol
- Highest occupied orbital energy: -8.38 eV
- SMILES: CCN1SC1=O.S

```
14
Properties=species:S:1:pos:R:3:lowdin_charge:R:1
C 2.7550 0.1796 0.8527 -0.7219
C -0.4271 -1.4353 -0.3128 -0.0980
C 0.6102 -1.4826 0.8542 -0.2291
N 1.7557 -0.6433 0.6093 -0.2901
O 3.5282 0.6800 1.5340 0.1430
S 2.3466 -0.0420 -0.9551 0.7899
S 0.0461 3.0980 -0.9399 0.4007
H -1.3051 -2.0780 -0.2596 0.0751
H -0.0371 -1.3543 -1.3877 0.0754
H -0.8737 -0.5000 -0.2230 0.0279
H 0.8858 -2.4450 1.1259 0.0768
H 0.0370 -1.1528 1.8015 0.1471
H -1.1226 3.7759 -0.4796 -0.1672
H -0.3574 2.6756 -2.1513 -0.2295
```

***

The computed energies, referenced to the most stable structure and given in kJ/mol, are version w 0.0; version x 429.4; version y 91.0.

***

Version w
Density functional theory data (wB97M-V/def2-TZVPD) for C3H7NOS2 as an isolated structure.

- Total charge: 0
- Molecular weight: 137.23 g/mol
- Highest occupied orbital energy: -9.26 eV

```
14
Properties=species:S:1:pos:R:3:lowdin_charge:R:1
S 1.7761 1.4952 -0.1182 0.5937
S 0.7807 -2.4187 0.9624 0.8170
C 0.4736 -0.7763 0.4044 -0.8022
C -0.8694 -0.7512 -0.3550 -0.1944
C -1.5880 0.5929 -0.4109 -0.5858
N -0.9265 1.5230 -1.1501 0.0751
O -2.6505 0.7691 0.1495 0.0590
H 2.4865 2.4665 -0.7005 -0.2253
H 0.4683 -0.1166 1.2829 0.0514
H 1.3439 -0.5304 -0.2497 -0.0176
H -1.5546 -1.4116 0.1761 0.0948
H -0.7349 -1.1428 -1.3622 0.1227
H 0.1512 1.5919 -0.9410 -0.0882
H -1.4780 2.3730 -1.1902 0.0998
```

***

Version x
Density functional theory data (wB97M-V/def2-TZVPD) for C3H7NOS2 as an isolated structure.

- Total charge: 0
- Molecular weight: 137.23 g/mol
- Highest occupied orbital energy: -8.56 eV

```
14
Properties=species:S:1:pos:R:3:lowdin_charge:R:1
C 2.2604 0.8153 -0.3214 -0.1297
C 0.0270 0.2131 -1.0834 -0.5297
C -2.4711 -0.6622 1.1571 -0.8100
H 3.1622 1.7484 -0.2957 0.1200
H 2.7462 0.2548 -1.2691 0.0846
H 2.3348 0.0980 0.8494 0.1507
H 0.3676 -0.1478 -2.0406 0.0605
H -0.8649 0.8253 -1.2325 0.0941
H -0.5181 -1.1807 1.7516 0.1259
H -2.5065 -0.2604 2.1685 0.0742
N -1.2115 -0.8021 1.0280 -0.4295
O 0.7960 1.3843 -0.5807 -0.2638
S -0.3129 -1.3365 -0.2821 0.9130
S -3.8092 -0.9495 0.1508 0.5397
```

***

The computed energies, referenced to the most stable structure and given in kJ/mol, are version w 0.0; version x 20.4.

***

Version w
Density functional theory data (wB97M-V/def2-TZVPD) for one molecule with the formula C3H7NOS2.

- Total charge: 0
- Molecular weight: 137.23 g/mol
- Highest occupied orbital energy: -9.08 eV
- SMILES: CCSC(=S)NO

```
14
Properties=species:S:1:pos:R:3:lowdin_charge:R:1
C 1.9030 0.4630 0.7742 -0.1816
C 1.6326 -0.0307 -0.6339 -0.5538
C -1.1544 -0.1793 -0.4033 -1.0957
H 2.6913 1.2101 0.8558 0.0687
H 1.0307 1.0412 1.1697 0.0597
H 2.1166 -0.3482 1.4980 0.0777
H 1.3658 0.8559 -1.2785 0.0651
H 2.4312 -0.5936 -1.0251 0.0417
H -2.1863 -1.9229 0.1547 0.1282
H -3.2706 0.5734 -0.0016 0.0166
N -2.1422 -0.9293 0.1286 -0.1236
O -3.4249 -0.3747 0.1724 -0.0481
S 0.2601 -1.2178 -0.7365 0.8827
S -1.2529 1.4528 -0.6744 0.6623
```

***

Version x
Density functional theory data (wB97M-V/def2-TZVPD) for one molecule with the formula C3H7NOS2.

- Total charge: 0
- Molecular weight: 137.23 g/mol
- Highest occupied orbital energy: -8.88 eV
- SMILES: O=CNCCSS

```
14
Properties=species:S:1:pos:R:3:lowdin_charge:R:1
S -0.6606 -1.3813 3.4486 0.3201
S 0.3485 -1.7555 1.6772 0.4300
C 0.0813 -0.1513 0.8770 -0.5591
C 0.3611 -0.3226 -0.6368 -0.2882
N -0.5275 0.4295 -1.4530 0.0160
C -0.1168 1.4374 -2.2714 -0.3711
O -0.8645 2.2056 -2.8215 0.0272
H 0.2692 -1.7927 4.3198 -0.2021
H 0.7775 0.5643 1.2959 0.0668
H -0.9326 0.2236 1.0356 0.0681
H 1.3733 0.0664 -0.7749 0.1161
H 0.4451 -1.3870 -0.8527 0.0886
H -1.5370 0.3675 -1.4767 0.1530
H 0.9832 1.4961 -2.3672 0.1346
```

***

The computed energies, referenced to the most stable structure and given in kJ/mol, are version w 139.7; version x 0.0.

***

Version w
Density functional theory data (wB97M-V/def2-TZVPD) for a 2-piece molecular cluster, C2H8NO2 overall.

- Total charge: -1
- Molecular weight: 78.09 g/mol
- Highest occupied orbital energy: -3.55 eV

```
13
Properties=species:S:1:pos:R:3:lowdin_charge:R:1
N 2.5841 -0.2553 -0.7550 -0.0400
C 1.2745 -0.9144 -0.4916 -0.5312
O 0.1979 -0.1678 -0.8459 -0.2861
H 2.6640 -0.1577 -1.7632 0.0257
H 2.4767 0.6938 -0.4108 0.0357
H 1.3278 -1.8824 -1.0404 0.0797
H 1.2694 -1.1575 0.5859 0.0867
H -0.5025 0.0642 0.2942 -0.0145
C -2.2846 0.7670 0.8719 -0.2818
O -1.0525 0.2364 1.2274 -0.2416
H -2.7676 0.1976 0.0667 0.0592
H -2.9696 0.7520 1.7305 0.0481
H -2.2177 1.8241 0.5301 0.0601
```

***

Version x
Density functional theory data (wB97M-V/def2-TZVPD) for a 2-piece molecular cluster, C2H8NO2 overall.

- Total charge: -1
- Molecular weight: 78.09 g/mol
- Highest occupied orbital energy: -2.60 eV

```
13
Properties=species:S:1:pos:R:3:lowdin_charge:R:1
C 1.2109 -0.0180 -0.5773 -0.2319
N 0.1363 0.4494 0.2212 -0.1667
C -0.2730 -0.4826 1.4614 -0.5428
O 0.6228 -0.5804 2.4221 -0.3460
H 1.8626 0.8511 -0.8204 0.0652
H 1.0351 -0.5501 -1.5420 0.0538
H 1.8477 -0.8123 0.0165 0.0947
H 0.4025 1.3852 0.5632 0.0916
H -0.4739 -1.4163 1.0468 0.0366
H -1.3043 -0.0989 1.9700 0.0933
H -1.1387 0.6905 -1.0759 -0.0258
H -2.1962 -0.1178 -1.8265 -0.0090
O -1.7317 0.7002 -1.8590 -0.1130
```

***

Version y
Density functional theory data (wB97M-V/def2-TZVPD) for a 2-piece molecular cluster, C2H8NO2 overall.

- Total charge: -1
- Molecular weight: 78.09 g/mol
- Highest occupied orbital energy: -2.68 eV

```
13
Properties=species:S:1:pos:R:3:lowdin_charge:R:1
C 0.5551 0.2561 -0.0041 -0.5184
O -0.1896 0.3930 -1.1387 -0.3893
C 0.1285 1.0953 1.2756 -0.2907
N -1.2455 0.6643 1.5916 -0.0720
H 1.6310 0.4613 -0.2433 0.0714
H 0.2904 -0.8126 0.3040 0.0802
H 0.1376 2.1617 1.0966 0.0760
H 0.7155 0.9750 2.1932 0.0740
H -1.3538 -0.3612 1.4992 0.0474
H -1.9772 0.9332 0.9465 0.0361
H 1.0370 -2.0442 -2.9695 0.0101
H 0.0380 -1.4347 -2.0513 -0.0090
O 0.2331 -2.2869 -2.4996 -0.1159
```

***

The computed energies, referenced to the most stable structure and given in kJ/mol, are version w 0.0; version x 81.5; version y 46.5.

***

Version w
Density functional theory data (wB97M-V/def2-TZVPD) for a 2-piece molecular cluster, C7H10INO2 overall.

- Total charge: 0
- Molecular weight: 267.07 g/mol
- Highest occupied orbital energy: -9.27 eV
- SMILES: CO[C@@H]1CC=CC(I)=N1.C=O

```
21
Properties=species:S:1:pos:R:3:lowdin_charge:R:1
C 0.1120 0.6681 -2.1092 -0.0575
C 1.3662 0.5450 -1.6757 -0.1510
C -0.7146 -0.5393 -0.0188 -0.3850
C -1.0490 0.0585 -1.4012 -0.0882
C 1.5723 -0.1789 -0.4456 -0.8012
C -1.1828 -2.4815 1.2544 -0.0984
C 0.6912 2.6323 1.7304 -0.1449
N 0.6860 -0.6474 0.3049 0.0559
O -1.3025 -1.8113 0.0178 -0.1438
O 0.6541 2.8487 0.5574 -0.0017
I 3.5754 -0.4364 0.1996 0.8006
H -0.1126 1.2002 -3.0249 0.1134
H 2.2131 0.9653 -2.1932 0.0863
H -1.8467 0.7974 -1.3052 0.1218
H -1.4417 -0.7583 -2.0184 0.1286
H -1.7492 -3.4053 1.1497 0.0882
H -1.6040 -1.8787 2.0664 0.0877
H -0.1382 -2.7085 1.4828 0.0800
H -1.1420 0.0807 0.7951 0.1466
H -0.1865 2.2737 2.2940 0.0791
H 1.5995 2.7757 2.3398 0.0835
```

***

Version x
Density functional theory data (wB97M-V/def2-TZVPD) for a 2-piece molecular cluster, C7H10INO2 overall.

- Total charge: 0
- Molecular weight: 267.07 g/mol
- Highest occupied orbital energy (alpha / beta): -7.52 / -7.59 eV

```
21
Properties=species:S:1:pos:R:3:lowdin_charge:R:1
C 0.5496 2.0622 -0.6797 -0.0117
C -0.1760 0.8818 -0.9677 -0.2219
C 0.9424 1.9688 0.6780 -0.4782
C -0.1600 0.1803 0.3531 -0.3605
C -0.7194 0.5801 -2.2997 -0.0636
C 2.2858 -1.8734 0.9746 -0.2658
C 2.5212 -1.2818 -0.3343 -0.6670
N 0.5268 0.8520 1.2962 0.1566
O 1.6158 2.8188 1.4340 0.1015
O -0.7225 -0.9948 0.6754 0.0693
I 3.7937 0.3674 -0.4451 0.8621
H 0.5926 2.9393 -1.2905 0.1087
H -0.4663 -0.3906 -2.6140 0.0425
H -1.8754 0.5899 -2.2797 0.1088
H -0.3114 1.4585 -2.9839 0.1303
H 2.7506 -1.3495 1.7529 0.0271
H 2.7439 -2.9438 1.1282 0.1124
H 1.2015 -1.9334 1.0862 0.0469
H 1.9097 -1.4462 -1.2769 0.0408
H 1.5576 2.4094 2.2826 0.1018
H -0.9725 -1.3965 -0.2226 0.1599
```

***

The computed energies, referenced to the most stable structure and given in kJ/mol, are version w 0.0; version x 128.8.

***

Version w
Density functional theory data (wB97M-V/def2-TZVPD) for one molecule with the formula C4H11NS.

- Total charge: 0
- Molecular weight: 105.21 g/mol
- Highest occupied orbital energy: -8.78 eV
- SMILES: CCNCCS

```
17
Properties=species:S:1:pos:R:3:lowdin_charge:R:1
C 1.1750 1.4955 0.7379 -0.0986
C -0.4821 1.2476 0.5290 -0.2727
C -1.2926 -0.7812 -0.2818 -0.3335
C -0.0951 -1.7521 -0.2244 -0.6093
H 1.8211 0.6190 0.8468 0.0223
H 1.6826 2.1579 -0.0080 0.0443
H 1.2000 2.2365 1.7469 0.1130
H -0.8431 0.7156 1.4608 0.1075
H -0.8423 2.3103 0.7863 0.1026
H -0.4957 0.5707 -1.5368 0.0848
H -2.0318 -1.3636 -0.8106 0.0991
H -1.8240 -0.9165 0.6724 0.1091
H 0.7273 -1.6609 0.5008 0.0664
H -0.3844 -2.8021 -0.2508 0.0536
H 1.9023 -0.8887 -1.7980 -0.0848
N -0.9776 0.5894 -0.6386 -0.0819
S 0.7606 -1.7775 -1.7320 0.6779
```

***

Version x
Density functional theory data (wB97M-V/def2-TZVPD) for a 2-piece molecular cluster, C4H11NS overall.

- Total charge: 0
- Molecular weight: 105.21 g/mol
- Highest occupied orbital energy: -8.35 eV
- SMILES: C=CN.CSC

```
17
Properties=species:S:1:pos:R:3:lowdin_charge:R:1
C 1.1538 1.7403 -1.3341 -0.4352
S 0.1742 2.9613 -0.4119 0.6897
C -1.4934 2.2453 -0.6922 -0.4098
H 0.9941 0.7255 -0.9793 0.0145
H 2.1968 2.0304 -1.3157 0.0238
H 0.8341 1.7910 -2.3773 0.0289
H -1.6314 2.2130 -1.7707 0.0256
H -1.4873 1.2312 -0.3041 0.0236
H -2.2525 2.8593 -0.2234 0.0261
C -0.4650 -1.8901 2.1286 -0.0321
C -0.0962 -2.5264 1.0137 -0.3160
N 0.9517 -2.1878 0.1682 0.0263
H 0.1131 -1.0336 2.4542 0.0459
H -1.3146 -2.2396 2.6816 0.0345
H -0.7229 -3.3381 0.6655 0.0964
H 1.6598 -1.6390 0.6341 0.0811
H 1.3857 -2.9426 -0.3372 0.0767
```

***

The computed energies, referenced to the most stable structure and given in kJ/mol, are version w 144.0; version x 0.0.

***

Version w
Density functional theory data (wB97M-V/def2-TZVPD) for a 2-piece molecular cluster, C4H11NS overall.

- Total charge: 0
- Molecular weight: 105.21 g/mol
- Highest occupied orbital energy: -8.43 eV
- SMILES: C=CN.CSC

```
17
Properties=species:S:1:pos:R:3:lowdin_charge:R:1
C -1.9730 -1.9562 0.7792 -0.4394
S -0.8814 -2.8492 -0.3418 0.7193
C -0.0326 -1.4196 -1.0783 -0.4453
H -2.5849 -2.7026 1.2780 0.0242
H -1.3220 -1.6025 1.5824 0.0227
H -2.5174 -1.1578 0.2902 0.0354
H -0.7258 -0.5894 -1.1805 0.0354
H 0.5553 -1.8041 -1.9099 0.0292
H 0.7644 -1.0409 -0.4270 0.0047
C 1.6178 1.9959 -0.9508 -0.0277
C 1.0359 2.3106 0.2117 -0.2772
N 0.3882 1.3789 1.0501 0.0280
H 1.4898 1.1339 -1.5863 0.0359
H 1.9868 2.8855 -1.4548 0.0386
H 1.1767 3.2499 0.7338 0.0981
H 0.1769 1.6833 1.9644 0.0580
H 0.8453 0.4842 1.0395 0.0601
```

***

Version x
Density functional theory data (wB97M-V/def2-TZVPD) for one molecule with the formula C4H11NS.

- Total charge: 0
- Molecular weight: 105.21 g/mol
- Highest occupied orbital energy: -8.81 eV
- SMILES: CCNCCS

```
17
Properties=species:S:1:pos:R:3:lowdin_charge:R:1
C 0.5823 1.1916 -0.7696 -0.2933
N -0.4143 0.6320 0.1697 -0.0769
C -0.2850 -0.8208 0.2394 -0.3504
C -1.6054 -1.5036 -0.1669 -0.5462
S -2.9042 -1.1401 1.0648 0.6732
C 2.0066 1.2695 -0.2717 -0.1054
H 0.2092 2.1909 -0.9992 0.1034
H 0.5003 0.6573 -1.7189 0.1122
H -0.1626 0.9626 1.0956 0.1010
H 0.5360 -1.1973 -0.3851 0.1055
H -0.0215 -1.2886 1.2009 0.1022
H -1.4597 -2.5780 -0.2338 0.0618
H -1.9576 -0.9872 -1.0554 0.0620
H -2.1893 -1.4463 2.1571 -0.1579
H 2.4624 0.3006 -0.1174 0.0639
H 2.1623 1.7732 0.6928 0.0730
H 2.5405 1.9843 -0.9021 0.0722
```

***

The computed energies, referenced to the most stable structure and given in kJ/mol, are version w 57.6; version x 0.0.